No. 1
Here is 2 unconnected molecules or ions with the total composition C3H5BrO from OMol25. Energies are from ωB97M-V/def2-TZVPD.

Geometry as ORCA input:
```
! wB97M-V def2-TZVPD RIJCOSX def2/J DEFGRID3
* xyz 0 1
C 0.563 -1.577 0.153
C 2.981 -1.122 0.688
C 0.594 -2.664 1.200
O -0.287 -1.089 -0.547
Br 3.334 0.391 -0.310
H 2.809 -0.980 1.672
H 3.399 -2.037 0.228
H 1.160 -2.316 2.027
H 1.055 -3.576 0.732
H -0.417 -2.954 1.331
*
```

Output
Kohn-Sham gap (alpha / beta)   8.24 / 7.95 eV
Energy above the lowest of the compared OMol25 structures with the same formula, charge and spin   68.9 kcal/mol
DFT total energy   -75278.2910 eV
LUMO level (alpha / beta)   0.011 / 0.008 Eh

---

No. 2
Here is 2 unconnected molecules or ions with the total composition C3H5BrO2 from OMol25. Energies are from ωB97M-V/def2-TZVPD.

Geometry as ORCA input:
```
! wB97M-V def2-TZVPD RIJCOSX def2/J DEFGRID3
* xyz 0 1
Br 1.737 1.532 0.895
C 0.540 0.857 -0.380
C 0.608 0.304 -1.731
C -0.121 -0.418 -0.636
O -0.890 0.822 -0.233
H 0.198 0.742 -2.644
H 1.582 -0.097 -2.132
H -0.118 -1.366 -0.103
O -0.865 -0.887 2.591
H -0.970 -1.169 1.673
H -1.700 -0.319 2.701
*
```

Output
SMILES   Br[C@@]12C[C@@H]1O2.O
Kohn-Sham gap   10.08 eV
Energy above the lowest of the compared OMol25 structures with the same formula, charge and spin   86.8 kcal/mol
DFT total energy   -77325.5205 eV
LUMO level   0.028 Eh

---

No. 3
Here is 2 unconnected molecules or ions with the total composition C3H5BrS from OMol25. Energies are from ωB97M-V/def2-TZVPD.

Geometry as ORCA input:
```
! wB97M-V def2-TZVPD RIJCOSX def2/J DEFGRID3
* xyz 0 1
S -2.492 -1.507 0.407
C -2.016 -0.215 -0.421
Br -2.540 1.518 -0.005
H -1.165 -0.192 -1.215
C 1.230 -0.469 -0.192
C 1.564 0.606 0.515
H 1.019 -1.423 0.349
H 0.964 -0.347 -1.252
H 1.845 0.409 1.642
H 1.591 1.619 0.172
*
```

Output
SMILES   S=CBr.C=C
Kohn-Sham gap   8.56 eV
Energy above the lowest of the compared OMol25 structures with the same formula, charge and spin   39.7 kcal/mol
DFT total energy   -84067.5557 eV
LUMO level   -0.026 Eh

---

No. 4
Here is a molecular structure, C3H5BrS from OMol25. Energies are from ωB97M-V/def2-TZVPD.

Geometry as ORCA input:
```
! wB97M-V def2-TZVPD RIJCOSX def2/J DEFGRID3
* xyz 0 3
C 0.580 1.330 -1.550
C -0.374 -0.421 1.321
C -0.210 -1.526 0.705
S -0.690 0.782 -2.361
Br 0.369 2.608 -0.199
H 1.605 0.982 -1.812
H 0.445 0.192 1.852
H 0.810 -1.912 0.544
H -1.356 -0.052 1.262
H -1.179 -1.983 0.239
*
```

Output
Kohn-Sham gap (alpha / beta)   7.93 / 7.34 eV
<S²>   2.006
Energy above the lowest of the compared OMol25 structures with the same formula, charge and spin   1.8 kcal/mol
DFT total energy   -84065.3367 eV
LUMO level (alpha / beta)   0.028 / -0.102 Eh

---

No. 5
Here is 2 unconnected molecules or ions with the total composition C3H5BrS2 from OMol25. Energies are from ωB97M-V/def2-TZVPD.

Geometry as ORCA input:
```
! wB97M-V def2-TZVPD RIJCOSX def2/J DEFGRID3
* xyz 0 1
C 0.772 -0.989 2.021
C -1.057 0.812 -0.996
C 0.328 0.090 -0.936
S 0.752 0.587 2.272
S 0.115 -1.525 -0.278
Br 1.022 -2.674 2.800
H -0.684 1.852 -1.272
H -1.752 0.252 -1.680
H -1.312 0.940 0.108
H 0.848 0.588 -0.161
H 0.968 0.067 -1.878
*
```

Output
Kohn-Sham gap   7.59 eV
Energy above the lowest of the compared OMol25 structures with the same formula, charge and spin   28.4 kcal/mol
DFT total energy   -94901.9754 eV
LUMO level   -0.035 Eh

---

No. 6
Here is 3 unconnected molecules or ions with the total composition C3H5Cl2O2P from OMol25. Energies are from ωB97M-V/def2-TZVPD.

Geometry as ORCA input:
```
! wB97M-V def2-TZVPD RIJCOSX def2/J DEFGRID3
* xyz 0 1
Cl -0.424 2.203 -0.567
P -1.922 2.237 -1.943
Cl -2.978 0.624 -1.403
H -1.218 1.608 -2.887
O -1.091 -0.761 2.883
C -1.651 -1.291 2.027
O -2.169 -1.792 1.111
C 2.416 -0.352 -0.330
C 1.508 -0.579 0.623
H 2.757 -1.085 -1.020
H 2.597 0.640 -0.500
H 0.893 0.089 1.183
H 1.280 -1.542 0.823
*
```

Output
SMILES   ClPCl.O=C=O.C=C
Kohn-Sham gap   10.41 eV
Energy above the lowest of the compared OMol25 structures with the same formula, charge and spin   6.1 kcal/mol
DFT total energy   -41620.9832 eV
LUMO level   0.022 Eh

---

No. 7
Here is a single C3H5ClF2N2 molecule from OMol25. Energies are from ωB97M-V/def2-TZVPD.

Geometry as ORCA input:
```
! wB97M-V def2-TZVPD RIJCOSX def2/J DEFGRID3
* xyz 0 1
H 0.343 2.827 -0.016
N 0.942 2.015 0.080
C 0.486 0.844 -0.017
N -0.802 0.441 -0.172
C -1.504 -0.860 0.054
C 1.360 -0.414 0.059
F 1.308 -1.335 -1.019
F 1.147 -1.120 1.137
Cl 3.140 -0.051 -0.017
H -1.454 1.192 -0.461
H -0.737 -1.651 -0.031
H -2.392 -0.935 -0.713
H -1.838 -0.954 1.118
*
```

Output
SMILES   [H]/N=C(\NC)C(F)(F)Cl
Kohn-Sham gap   10.17 eV
Energy above the lowest of the compared OMol25 structures with the same formula, charge and spin   16.3 kcal/mol
DFT total energy   -24128.6212 eV
LUMO level   0.025 Eh

---

No. 8
Here is a single C3H5ClFN molecule from OMol25. Energies are from ωB97M-V/def2-TZVPD.

Geometry as ORCA input:
```
! wB97M-V def2-TZVPD RIJCOSX def2/J DEFGRID3
* xyz 0 1
N 1.419 -0.799 0.442
C 0.935 0.426 -0.246
C -0.533 0.801 -0.053
C -1.474 -0.081 -0.129
F -1.221 -1.417 -0.395
Cl -3.165 -0.105 0.158
H 1.184 -0.751 1.388
H 0.916 -1.612 0.053
H 1.276 0.388 -1.344
H 1.508 1.300 0.038
H -0.845 1.849 0.089
*
```

Output
SMILES   NC/C=C(\F)Cl
Kohn-Sham gap   10.45 eV
Energy above the lowest of the compared OMol25 structures with the same formula, charge and spin   6.1 kcal/mol
DFT total energy   -19920.8649 eV
LUMO level   0.031 Eh

---

No. 9
Here is a single C3H5ClN2 molecule from OMol25. Energies are from ωB97M-V/def2-TZVPD.

Geometry as ORCA input:
```
! wB97M-V def2-TZVPD RIJCOSX def2/J DEFGRID3
* xyz 0 1
C -0.452 1.175 0.322
C -1.370 0.087 0.162
C 1.164 -0.248 -0.423
N 0.784 1.106 0.138
N 0.137 -1.096 -0.785
Cl 2.209 -0.805 0.926
H -0.691 2.030 0.804
H -1.498 -0.506 1.153
H -2.020 0.039 -0.740
H 1.663 0.148 -1.330
H 0.076 -1.930 -0.226
*
```

Output
Kohn-Sham gap (alpha / beta)   9.56 / 9.56 eV
Energy above the lowest of the compared OMol25 structures with the same formula, charge and spin   69.5 kcal/mol
DFT total energy   -18691.0997 eV
LUMO level (alpha / beta)   -0.002 / -0.002 Eh

---

No. 10
Here is 2 unconnected molecules or ions with the total composition C3H5ClN2 from OMol25. Energies are from ωB97M-V/def2-TZVPD.

Geometry as ORCA input:
```
! wB97M-V def2-TZVPD RIJCOSX def2/J DEFGRID3
* xyz 0 1
C -1.128 1.353 1.407
C 1.807 -2.862 -1.164
C -1.702 0.163 1.194
N 0.948 -2.084 -0.706
N 0.277 -1.232 -0.333
Cl -3.164 -0.217 0.463
H -0.190 1.351 1.925
H -1.424 2.406 1.174
H 1.458 -3.315 -2.062
H 2.721 -3.222 -0.809
H -1.321 -0.766 1.541
*
```

Output
Kohn-Sham gap   9.64 eV
Energy above the lowest of the compared OMol25 structures with the same formula, charge and spin   66.3 kcal/mol
DFT total energy   -18691.2373 eV
LUMO level   0.030 Eh

---

No. 11
Here is 2 unconnected molecules or ions with the total composition C3H5ClN2O from OMol25. Energies are from ωB97M-V/def2-TZVPD.

Geometry as ORCA input:
```
! wB97M-V def2-TZVPD RIJCOSX def2/J DEFGRID3
* xyz 0 1
C 1.109 0.944 -0.383
C -2.212 -1.968 0.424
C 2.572 0.712 -0.295
N -0.002 1.266 -0.345
N -1.108 1.717 -0.577
O -1.389 -1.964 -0.436
Cl -2.276 1.106 0.607
H -3.367 -1.809 0.145
H -2.031 -1.950 1.593
H 2.656 -0.213 0.356
H 2.955 1.656 0.199
H 3.092 0.503 -1.288
*
```

Output
Kohn-Sham gap   8.66 eV
Energy above the lowest of the compared OMol25 structures with the same formula, charge and spin   129.6 kcal/mol
DFT total energy   -20736.9961 eV
LUMO level   0.018 Eh

---

No. 12
Here is a single C3H5ClN2S molecule from OMol25. Energies are from ωB97M-V/def2-TZVPD.

Geometry as ORCA input:
```
! wB97M-V def2-TZVPD RIJCOSX def2/J DEFGRID3
* xyz 0 1
Cl 3.310 -0.544 0.059
N 2.174 0.802 -0.092
C 0.892 0.521 0.129
N 0.513 -0.895 -0.028
C -0.907 -1.052 0.203
C -1.534 0.247 -0.243
S -0.380 1.642 0.273
H 2.562 1.720 0.225
H -1.329 -1.407 1.175
H -1.312 -1.790 -0.539
H -1.492 0.227 -1.419
H -2.496 0.530 0.257
*
```

Output
SMILES   ClNC1=NCCS1
Kohn-Sham gap   8.43 eV
Energy above the lowest of the compared OMol25 structures with the same formula, charge and spin   46.6 kcal/mol
DFT total energy   -29527.2067 eV
LUMO level   0.007 Eh

---

No. 13
Here is a molecular structure, C3H5ClN3O from OMol25. Energies are from ωB97M-V/def2-TZVPD.

Geometry as ORCA input:
```
! wB97M-V def2-TZVPD RIJCOSX def2/J DEFGRID3
* xyz 1 1
C 0.708 2.154 0.519
C -0.928 1.377 -0.852
C -0.475 0.168 1.058
N -0.128 2.291 -0.437
N 0.675 1.050 1.285
N -1.166 0.349 -0.007
O -0.703 -0.765 1.848
Cl 1.875 0.883 2.518
H 1.536 2.899 0.618
H -1.684 1.547 -1.605
H -2.847 -1.974 1.229
H -3.629 -1.916 1.040
H -0.301 -0.704 2.690
*
```

Output
Kohn-Sham gap   9.39 eV
Energy above the lowest of the compared OMol25 structures with the same formula, charge and spin   6.4 kcal/mol
DFT total energy   -22221.8932 eV
LUMO level   -0.217 Eh

---

No. 14
Here is 2 unconnected molecules or ions with the total composition C3H5ClNOPS2 from OMol25. Energies are from ωB97M-V/def2-TZVPD.

Geometry as ORCA input:
```
! wB97M-V def2-TZVPD RIJCOSX def2/J DEFGRID3
* xyz 0 1
C -1.215 0.423 -0.129
C -1.159 1.756 0.652
C 0.053 -1.636 -0.496
N -0.013 -0.278 -0.032
O -2.228 0.003 -0.642
P 1.524 0.476 0.205
S 3.502 -1.999 0.984
S 0.561 2.270 0.895
Cl 2.013 0.821 -1.717
H -1.703 2.578 0.303
H -1.604 1.528 1.641
H 1.006 -1.966 -0.169
H -0.712 -2.087 0.041
H -0.024 -1.889 -1.535
*
```

Output
Kohn-Sham gap (alpha / beta)   6.73 / 6.73 eV
Energy above the lowest of the compared OMol25 structures with the same formula, charge and spin   55.5 kcal/mol
DFT total energy   -50209.8018 eV
LUMO level (alpha / beta)   -0.102 / -0.103 Eh

---

No. 15
Here is a single C3H5ClO molecule from OMol25. Energies are from ωB97M-V/def2-TZVPD.

Geometry as ORCA input:
```
! wB97M-V def2-TZVPD RIJCOSX def2/J DEFGRID3
* xyz 0 1
C -0.204 0.886 1.042
O 0.695 -0.208 0.977
C 0.521 -0.944 -0.122
C -0.023 -0.670 -1.284
Cl -0.805 0.706 -1.964
H -0.266 1.280 2.071
H 0.126 1.781 0.492
H -1.104 0.567 0.617
H 0.977 -1.936 0.109
H 0.083 -1.463 -1.939
*
```

Output
SMILES   CO/C=C\Cl
Kohn-Sham gap   9.85 eV
Energy above the lowest of the compared OMol25 structures with the same formula, charge and spin   33.5 kcal/mol
DFT total energy   -17760.3232 eV
LUMO level   0.033 Eh

---

No. 16
Here is a single C3H5ClO molecule from OMol25. Energies are from ωB97M-V/def2-TZVPD.

Geometry as ORCA input:
```
! wB97M-V def2-TZVPD RIJCOSX def2/J DEFGRID3
* xyz 0 1
C 1.550 -0.570 0.044
O 0.138 -0.831 0.068
C -0.496 0.380 0.053
C -1.784 0.587 0.098
Cl -2.789 -0.756 0.021
H 1.877 -0.291 0.993
H 1.911 -1.615 -0.374
H 1.796 0.287 -0.663
H 0.038 1.268 -0.233
H -2.241 1.541 -0.007
*
```

Output
SMILES   CO/C=C\Cl
Kohn-Sham gap   9.72 eV
Energy above the lowest of the compared OMol25 structures with the same formula, charge and spin   37.9 kcal/mol
DFT total energy   -17760.1358 eV
LUMO level   0.035 Eh

---

No. 17
Here is a single C3H5ClO molecule from OMol25. Energies are from ωB97M-V/def2-TZVPD.

Geometry as ORCA input:
```
! wB97M-V def2-TZVPD RIJCOSX def2/J DEFGRID3
* xyz 0 1
C 1.260 -0.392 -0.447
C 0.031 0.479 -0.150
O 0.368 1.659 -0.138
C -1.275 -0.023 0.611
Cl -2.701 0.346 -0.427
H 1.946 0.156 0.260
H 1.597 -0.245 -1.547
H 1.044 -1.424 -0.221
H -1.195 0.508 1.559
H -1.076 -1.064 0.500
*
```

Output
SMILES   CC(=O)CCl
Kohn-Sham gap   10.17 eV
Energy above the lowest of the compared OMol25 structures with the same formula, charge and spin   24.6 kcal/mol
DFT total energy   -17760.7101 eV
LUMO level   0.017 Eh

---

No. 18
Here is a single C3H5ClO molecule from OMol25. Energies are from ωB97M-V/def2-TZVPD.

Geometry as ORCA input:
```
! wB97M-V def2-TZVPD RIJCOSX def2/J DEFGRID3
* xyz 0 1
C -0.715 1.202 0.303
C -0.586 -0.259 0.011
O -1.393 -1.182 -0.024
C 0.898 -0.762 -0.198
Cl 1.004 -2.325 -1.130
H -1.503 1.508 1.007
H -0.862 1.635 -0.655
H 0.240 1.474 0.768
H 1.336 -1.188 0.681
H 1.581 -0.103 -0.762
*
```

Output
SMILES   CC(=O)CCl
Kohn-Sham gap   10.87 eV
Energy above the lowest of the compared OMol25 structures with the same formula, charge and spin   12.5 kcal/mol
DFT total energy   -17761.2379 eV
LUMO level   0.028 Eh

---

No. 19
Here is 2 unconnected molecules or ions with the total composition C3H5ClO from OMol25. Energies are from ωB97M-V/def2-TZVPD.

Geometry as ORCA input:
```
! wB97M-V def2-TZVPD RIJCOSX def2/J DEFGRID3
* xyz 0 3
C 0.923 -0.225 0.455
C 0.432 0.603 -0.599
C -0.387 0.439 0.623
O -1.500 -1.417 -0.151
Cl -1.493 1.102 1.660
H 0.813 -1.319 0.353
H 1.723 0.194 1.020
H 0.810 1.534 -0.744
H 0.057 0.142 -1.530
H -1.378 -1.054 -1.087
*
```

Output
Kohn-Sham gap (alpha / beta)   7.86 / 7.41 eV
<S²>   2.008
Energy above the lowest of the compared OMol25 structures with the same formula, charge and spin   51.7 kcal/mol
DFT total energy   -17755.3239 eV
LUMO level (alpha / beta)   0.031 / -0.082 Eh

---

No. 20
Here is a single C3H5ClO3 molecule from OMol25. Energies are from ωB97M-V/def2-TZVPD.

Geometry as ORCA input:
```
! wB97M-V def2-TZVPD RIJCOSX def2/J DEFGRID3
* xyz 0 1
C 1.059 1.132 0.752
C -0.046 0.686 -0.229
O -0.661 1.444 -0.976
C -0.549 -0.788 -0.310
O -1.429 -0.847 -1.320
O 0.645 -1.652 -0.342
Cl -1.511 -1.014 1.323
H 0.773 1.087 1.736
H 1.817 0.314 0.669
H 1.401 2.119 0.643
H -1.876 0.048 -1.333
H 0.378 -2.530 -0.614
*
```

Output
SMILES   CC(=O)C(O)(O)Cl
Kohn-Sham gap   11.03 eV
Energy above the lowest of the compared OMol25 structures with the same formula, charge and spin   16.5 kcal/mol
DFT total energy   -21856.3587 eV
LUMO level   0.014 Eh